1.
Computed, not measured: a structure of composition FH12NiO6 in a non-equilibrium geometry, with ωB97M-V with the def2-TZVPD basis set.

The geometry in XYZ format:
```
20
Properties=species:S:1:pos:R:3:forces:R:3
Ni -0.5034 3.0594 -6.5208 -0.18 -0.29 -1.43
F 0.3565 3.5498 -8.0856 0.11 -0.02 0.75
O 1.9278 1.7376 -9.3077 1.70 0.27 0.07
H 2.8669 2.0417 -9.4006 -1.08 -0.69 -0.11
H 1.5421 2.4819 -8.8428 -0.43 0.22 0.11
O -1.8021 4.5865 -6.6746 1.12 1.54 -0.14
H -1.3888 5.4223 -7.0350 -0.10 -1.01 0.73
H -2.5546 4.5189 -7.2583 -0.78 -0.64 -0.32
O -1.7287 1.8287 -7.7062 -0.07 -2.16 1.83
H -1.7948 0.9777 -7.1708 -0.44 1.41 -0.57
H -1.3821 1.4084 -8.5049 0.43 0.76 -0.74
O 0.6896 1.4299 -6.1628 0.33 0.06 0.33
H 1.6398 1.3339 -6.3565 -0.20 0.45 -0.59
H 0.5965 0.8740 -5.3873 -0.33 -0.24 0.47
O 2.2242 5.4641 -7.9885 0.04 -0.18 0.93
H 2.4454 5.8410 -8.8302 0.06 0.24 -0.63
H 1.5740 4.7668 -8.1279 0.03 0.19 -0.28
O -0.1607 4.0001 -10.6727 1.06 -0.15 0.58
H 0.1068 3.7945 -9.7535 -0.70 0.19 -0.59
H 0.7202 3.9756 -11.0849 -0.59 0.03 -0.38
```
Positions in Å, forces in eV/Å.

Summary:
LUMO (spin up / spin down): -5.0 / -6.1 eV
Multiplicity: 3
Molar mass: 185.781 g mol⁻¹
E_HOMO (spin up / spin down): -13.683 / -13.680 eV
Net charge: +1
Energy relative to the best compared isomer or geometry (same formula, charge and spin): 0.00 kcal per mole

=====

2.
Computed, not measured: a structure of composition FH12O6Zr in a non-equilibrium geometry, with ωB97M-V with the def2-TZVPD basis set.

The geometry in XYZ format:
```
20
Properties=species:S:1:pos:R:3:forces:R:3
Zr 0.4998 2.2975 0.8208 -0.95 -7.37 -1.81
F 0.3970 0.2838 -0.1758 0.16 4.28 1.84
O 1.6673 2.4594 -1.2343 -1.20 0.28 2.43
H 2.5130 2.8296 -1.4872 1.04 0.71 -0.02
H 1.3349 2.0517 -2.0340 -0.59 -0.61 -0.75
O 0.7748 0.5916 2.4819 -0.01 2.23 -1.21
H 0.8369 -0.3381 2.2628 0.18 -0.99 -0.76
H 0.6789 0.6079 3.4341 0.21 0.37 1.10
O -1.8924 -1.2062 -1.1472 0.03 0.38 0.58
H -2.5663 -0.8896 -1.7488 -0.50 -0.24 -0.53
H -1.2619 -0.4879 -1.0936 0.21 0.21 -0.31
O -1.6531 1.3543 1.4942 1.91 1.50 -0.63
H -1.7877 0.9427 2.3479 0.03 -0.24 0.83
H -2.4456 1.1456 0.9995 -0.76 0.03 -0.83
O 1.7616 -1.5161 -2.0457 -0.34 -0.12 0.04
H 1.1712 -0.9278 -1.5750 -0.24 0.05 0.11
H 2.5841 -1.0306 -2.1089 0.70 -0.08 -0.22
O -0.5806 -2.9759 0.3340 1.01 -0.10 0.56
H -0.5170 -2.0910 -0.0252 -0.16 0.03 -0.39
H -1.5149 -3.1008 0.5004 -0.72 -0.34 -0.04
```
Positions in Å, forces in eV/Å.

Summary:
LUMO: -17.7 eV
Multiplicity: 1
Molar mass: 218.312 g mol⁻¹
E_HOMO: -20.548 eV
Net charge: +3
Energy relative to the best compared isomer or geometry (same formula, charge and spin): 42.49 kcal per mole

=====

3.
Computed, not measured: a cluster of 9 separate species, FH16O8 in total in a non-equilibrium geometry, with ωB97M-V with the def2-TZVPD basis set.

The geometry in XYZ format:
```
25
Properties=species:S:1:pos:R:3:forces:R:3
F 0.2075 0.3089 -0.1412 0.18 0.01 0.34
O -1.5955 2.0389 0.4948 -0.60 1.85 0.11
H -0.9565 1.4069 0.2108 1.59 -0.83 -0.72
H -2.3135 1.4939 0.7418 -1.36 -0.67 0.59
O 0.9115 2.6169 -1.4092 -0.67 0.65 -1.19
H 0.3065 2.8139 -2.1572 0.61 -0.03 0.79
H 0.7985 1.6649 -1.3202 0.03 -0.27 0.27
O 0.5725 -3.0771 0.1358 1.59 -1.37 -0.43
H 0.0035 -2.3381 0.2858 -0.50 0.72 0.35
H 1.4525 -2.8211 0.4588 -0.68 0.06 -0.15
O -0.8055 -0.3471 -2.3672 0.54 -0.67 0.70
H -1.4445 0.3199 -2.2152 -1.44 1.32 -0.65
H -0.5385 -0.3481 -1.4092 0.79 -0.63 -0.74
O 2.8635 0.3839 -0.7802 0.80 1.00 0.41
H 3.0325 -0.4301 -1.2192 0.01 -0.98 -0.51
H 1.9585 0.3409 -0.4662 -0.69 -0.26 0.18
O -2.1565 -2.1621 -0.1462 -0.14 0.32 0.57
H -2.9265 -1.8491 -0.6222 -0.02 0.12 -0.20
H -2.0265 -1.5361 0.5918 -0.14 -0.60 -0.26
O -0.4645 -1.1671 1.7898 -0.21 -0.44 1.44
H -0.4095 -0.4991 1.0988 0.60 0.47 -0.61
H 0.3125 -1.0071 2.3548 -0.54 0.01 -0.33
O 1.0465 1.2549 2.4328 1.16 1.04 0.22
H 1.6035 1.9349 2.0038 -0.08 -0.34 0.68
H 0.5685 1.0039 1.6548 -0.84 -0.50 -0.86
```
Positions in Å, forces in eV/Å.

Summary:
LUMO: 3.3 eV
Multiplicity: 1
Molar mass: 163.118 g mol⁻¹
E_HOMO: -7.299 eV
Net charge: -1
Energy relative to the best compared isomer or geometry (same formula, charge and spin): 34.69 kcal per mole

=====

4.
Computed, not measured: an isolated molecule of FH2NOS2 in a non-equilibrium geometry, with ωB97M-V with the def2-TZVPD basis set.

The geometry in XYZ format:
```
7
Properties=species:S:1:pos:R:3:forces:R:3
O -1.1331 1.3447 -0.2792 -0.44 2.42 0.11
S -0.7637 -0.0068 -0.2115 2.91 -2.55 -0.63
S -2.0270 -1.2610 0.4899 1.11 0.31 -0.36
N 0.9643 -0.3247 0.4319 -0.82 0.03 -1.71
F 1.7922 0.5655 -0.3521 -0.88 -0.59 0.47
H -0.0486 -0.2877 -1.4298 -1.50 -0.12 0.98
H 1.2159 -0.0300 1.3508 -0.38 0.52 1.15
```
Positions in Å, forces in eV/Å.

Summary:
LUMO: 0.1 eV
Multiplicity: 1
Molar mass: 115.154 g mol⁻¹
E_HOMO: -10.321 eV
SMILES: O=[S@H](=S)NF
Energy relative to the best compared isomer or geometry (same formula, charge and spin): 10.27 kcal per mole

=====

Among the records above, which one has the lowest molar mass? FH2NOS2

=====

energy relative to the best compared isomer or geometry (same formula, charge and spin) of number 4 (FH2NOS2)? 10.27 kcal per mole

=====

Which of these has the highest energy relative to the best compared isomer or geometry (same formula, charge and spin)? FH12O6Zr

=====

The highest molar mass belongs to which entry? FH12O6Zr